Below is a cluster of 7 separate species, C39H60ClN2O14 in total, with properties calculated with wB97M-V/def2-TZVPD.

ORCA input file:
```
! wB97M-V def2-TZVPD RIJCOSX def2/J DEFGRID3
* xyz 1 1
C -1.912 1.734 -1.186
C -2.417 0.559 -0.379
C -2.046 -1.010 -0.718
O -1.979 -1.473 -1.996
O -1.792 -1.889 0.461
C -2.654 -3.102 0.346
C -2.364 -4.164 1.600
C -1.628 -3.354 2.836
C -1.774 -4.269 4.229
C -0.944 -5.680 4.167
C 0.293 -5.810 5.235
N 1.027 -4.521 5.530
C 0.805 -3.475 6.632
C 1.908 -2.264 6.562
Cl 1.949 -0.839 7.746
N 2.790 -2.636 5.381
C 2.256 -3.953 4.793
C 3.083 -4.581 3.516
C 2.136 -4.784 2.187
C 3.016 -4.853 0.767
H -1.112 2.507 -0.756
H -2.314 1.968 -2.278
H -3.119 0.783 0.556
H -2.333 -3.676 -0.635
H -3.794 -2.837 0.233
H -1.648 -5.028 1.218
H -3.364 -4.658 1.987
H -0.516 -3.071 2.603
H -2.213 -2.347 3.051
H -1.568 -3.607 5.171
H -2.934 -4.552 4.271
H -0.559 -5.877 3.078
H -1.711 -6.553 4.443
H -0.054 -6.331 6.230
H 1.093 -6.536 4.729
H -0.099 -3.689 7.345
H 3.612 -2.057 5.059
H 4.069 -3.967 3.246
H 3.477 -5.652 3.847
H 1.499 -5.751 2.365
H 1.483 -3.801 2.087
H 2.371 -4.268 -0.027
H 3.104 -5.977 0.442
H 4.053 -4.318 0.856
O -1.161 6.524 -2.874
C -1.368 5.724 -3.772
O -0.397 5.195 -4.572
C -1.006 4.387 -5.577
C -2.356 4.013 -5.022
C -2.715 5.217 -4.189
H -1.084 4.975 -6.498
H -0.386 3.507 -5.769
H -3.091 3.782 -5.798
H -2.260 3.133 -4.375
H -3.220 5.986 -4.780
H -3.318 4.938 -3.321
O 0.044 2.192 -6.763
C 1.049 1.621 -6.372
O 1.058 0.647 -5.416
C 2.408 0.284 -5.130
C 3.197 0.698 -6.345
C 2.446 1.913 -6.828
H 2.728 0.814 -4.227
H 2.471 -0.793 -4.951
H 4.251 0.892 -6.129
H 3.147 -0.091 -7.106
H 2.797 2.828 -6.342
H 2.495 2.009 -7.915
O -5.639 -3.677 2.108
C -5.520 -2.707 2.839
O -4.343 -2.050 3.060
C -4.549 -1.041 4.048
C -6.028 -0.755 4.022
C -6.617 -2.094 3.655
H -4.217 -1.428 5.017
H -3.958 -0.155 3.798
H -6.406 -0.355 4.967
H -6.251 -0.027 3.233
H -6.796 -2.715 4.537
H -7.531 -1.983 3.067
O -6.584 2.547 -3.423
C -6.465 3.516 -2.692
O -5.289 4.173 -2.471
C -5.494 5.182 -1.483
C -6.973 5.468 -1.509
C -7.562 4.129 -1.876
H -5.163 4.796 -0.514
H -4.903 6.068 -1.733
H -7.351 5.868 -0.564
H -7.197 6.196 -2.298
H -7.741 3.508 -0.994
H -8.476 4.241 -2.464
O 5.112 -2.110 3.081
C 6.269 -2.300 3.419
O 7.075 -3.269 2.895
C 8.317 -3.274 3.597
C 8.433 -1.904 4.212
C 6.995 -1.546 4.491
H 8.289 -4.068 4.351
H 9.134 -3.478 2.899
H 9.069 -1.883 5.100
H 8.850 -1.203 3.479
H 6.668 -1.909 5.469
H 6.825 -0.470 4.401
O 4.441 3.736 -6.295
C 4.561 4.706 -5.564
O 5.737 5.363 -5.343
C 5.531 6.372 -4.355
C 4.052 6.658 -4.381
C 3.464 5.319 -4.748
H 5.863 5.985 -3.386
H 6.122 7.258 -4.605
H 3.675 7.058 -3.436
H 3.829 7.386 -5.170
H 3.284 4.698 -3.866
H 2.550 5.430 -5.336
*
```

Calculated values
E_LUMO, eV: -3.3
HOMO, Eh: -0.3645
Frontier orbital gap, eV: 6.66



Below is a structure of composition C39H61AsF3N2O8P4Ru, with properties calculated with wB97M-V/def2-TZVPD.

ORCA input file:
```
! wB97M-V def2-TZVPD RIJCOSX def2/J DEFGRID3
* xyz 0 6
Ru 0.322 0.066 -0.311
C 0.121 -0.659 3.657
C 0.472 0.803 3.437
C 1.967 1.021 3.220
P -0.432 1.655 2.051
C -0.532 3.392 2.765
C -1.427 4.294 1.921
C -0.899 3.574 4.252
C -2.181 1.094 2.138
C -2.901 1.096 3.323
C -4.262 0.806 3.380
C -5.002 0.819 4.685
C -4.927 0.540 2.182
C -4.245 0.497 0.988
C -2.853 0.716 0.940
N -2.124 0.634 -0.198
C -2.511 0.074 -1.382
C -3.351 -1.045 -1.536
C -3.470 -1.637 -2.773
C -2.777 -1.156 -3.888
C -2.821 -1.904 -5.182
C -1.969 -0.034 -3.738
C -1.820 0.585 -2.508
P -0.671 1.929 -2.078
C 0.015 2.457 -3.713
C -0.976 3.045 -4.721
C 1.225 3.380 -3.558
C -1.797 3.285 -1.490
C -1.113 4.652 -1.528
C -3.180 3.361 -2.129
H 0.652 -1.023 4.539
H 0.414 -1.281 2.820
H -0.948 -0.798 3.821
H 0.209 1.347 4.348
H 2.317 0.546 2.301
H 2.525 0.576 4.045
H 2.219 2.084 3.184
H 0.498 3.737 2.623
H -2.460 3.939 1.930
H -1.091 4.350 0.893
H -1.421 5.308 2.324
H -1.793 4.192 4.342
H -0.097 4.081 4.790
H -1.098 2.653 4.794
H -2.394 1.329 4.252
H -4.313 0.861 5.527
H -5.619 -0.073 4.796
H -5.666 1.684 4.752
H -5.995 0.361 2.192
H -4.787 0.318 0.071
H -3.809 -1.492 -0.665
H -4.069 -2.533 -2.883
H -3.815 -2.307 -5.378
H -2.125 -2.742 -5.106
H -2.529 -1.274 -6.020
H -1.427 0.323 -4.603
H 0.375 1.501 -4.113
H -1.247 4.068 -4.462
H -1.895 2.467 -4.796
H -0.516 3.076 -5.712
H 0.932 4.380 -3.245
H 1.743 3.478 -4.515
H 1.939 3.005 -2.821
H -1.932 3.015 -0.442
H -0.976 5.009 -2.546
H -0.139 4.640 -1.034
H -1.738 5.387 -1.016
H -3.138 3.793 -3.130
H -3.823 4.003 -1.521
H -3.660 2.386 -2.206
N 0.015 -5.102 -0.110
C -0.888 -3.947 -0.535
C -2.211 -4.564 -0.977
P -1.059 -2.954 1.047
O -2.602 -3.244 1.469
O -0.168 -3.622 2.043
O -0.960 -1.493 0.765
P -0.063 -3.112 -2.051
O 1.378 -3.838 -2.038
O -0.817 -3.560 -3.239
O 0.169 -1.653 -1.786
H -0.523 -5.957 0.006
H 0.435 -4.821 0.812
H 0.750 -5.236 -0.813
H -2.643 -5.168 -0.177
H -2.065 -5.151 -1.884
H -2.923 -3.778 -1.213
H -2.625 -3.526 2.393
H 1.900 -3.510 -1.258
F 4.262 -1.377 2.166
C 3.375 -2.396 2.215
F 2.665 -2.254 3.346
F 4.081 -3.526 2.322
C 2.464 -2.375 0.950
O 2.387 -3.438 0.319
O 1.961 -1.266 0.682
C 3.930 -1.484 -1.754
As 2.795 0.091 -1.862
C 4.140 1.397 -1.309
C 2.813 0.246 -3.843
C 4.150 0.124 -4.497
C 4.975 1.240 -4.635
C 6.224 1.134 -5.225
C 6.672 -0.092 -5.693
C 5.857 -1.208 -5.570
C 4.609 -1.100 -4.979
H 4.849 -1.281 -2.303
H 3.425 -2.342 -2.191
H 4.174 -1.698 -0.717
H 5.057 1.304 -1.892
H 4.360 1.192 -0.260
H 3.754 2.413 -1.386
H 2.362 1.197 -4.106
H 2.139 -0.548 -4.176
H 4.628 2.204 -4.279
H 6.848 2.013 -5.324
H 7.646 -0.176 -6.155
H 6.194 -2.169 -5.938
H 3.977 -1.976 -4.888
*
```

Calculated values
E_LUMO (alpha / beta), eV: 0.5 / -1.9
HOMO (alpha / beta), Eh: -0.2717 / -0.2912
Frontier orbital gap (alpha / beta), eV: 7.92 / 6.07



For reference, calculated total energy by record: -3144.434127, -6230.045428 hartree.